Density functional theory data (ωB97M-V with the def2-TZVPD basis set) for the molecule C4H5ClO in a non-equilibrium geometry.

Computed properties:
Molecular weight = 104.54 g/mol
Energy relative to the best compared isomer or geometry (same formula, charge and spin) = 45.5 kcal per mole
Structure (SMILES) = C=C1O[C@]1(C)Cl

Geometry as ORCA input:
```
! wB97M-V def2-TZVPD RIJCOSX def2/J DEFGRID3
* xyz 0 1
C -1.36999 1.19398 1.04207
C -0.68372 0.34324 0.33754
O -1.13181 -0.32482 -0.87473
C 0.08250 -0.74040 -0.26005
C 1.45932 -0.43220 -0.84904
Cl 0.00479 -2.28145 0.75849
H -2.31382 1.67726 0.78710
H -0.99011 1.56981 2.04499
H 1.39841 -0.92082 -1.82549
H 2.14282 -0.69775 -0.15425
H 1.40162 0.61315 -1.00662
*
```

Here are the natural (NBO) charges for atoms 1 to 2, given in e: -0.47 0.23